ORCA calculation (the ωB97M-V functional and the def2-TZVPD basis) on a structure of composition C37H49IN2O12P3RhS2.

Structure (XYZ):
```
107
Properties=species:S:1:pos:R:3:forces:R:3:mulliken_charge:R:1
Rh -0.363 1.143 0.168 0.5012 0.5011 -0.1031 -0.62
C -2.075 5.418 -0.283 -0.0894 0.0127 -0.0069 -1.62
C -2.625 4.287 0.583 0.0818 -0.0150 0.0123 1.27
O -3.774 4.731 1.302 -0.0745 -0.0541 0.0364 -0.71
P -1.442 3.822 1.900 0.0397 0.0906 -0.0490 0.57
O -2.321 3.393 3.123 0.0662 0.1722 0.0724 -0.56
O -0.725 5.133 2.405 -0.0245 -0.0556 -0.0389 -0.56
O -0.436 2.770 1.533 -0.0185 -0.1149 -0.0496 -0.63
P -3.051 2.793 -0.420 0.1366 0.2065 -0.0032 0.55
O -3.566 1.774 0.703 -0.0363 0.1305 -0.0181 -0.30
O -4.060 3.122 -1.432 0.0240 0.0604 -0.0032 -0.80
O -1.683 2.260 -0.889 -0.2416 -0.4694 0.0842 0.24
H -2.029 6.334 0.305 0.0019 -0.0093 0.0108 0.46
H -2.727 5.578 -1.142 0.0013 -0.0302 0.0017 0.45
H -1.075 5.209 -0.655 0.1223 -0.0267 -0.0628 0.09
H -4.465 4.970 0.667 0.0065 0.0108 0.0021 0.42
H -3.087 3.970 3.274 -0.1037 -0.0109 -0.0786 0.36
H 0.123 5.356 2.003 0.0450 0.0073 0.0030 0.37
H -4.531 1.722 0.701 -0.0263 -0.0376 -0.0091 0.26
O 1.161 0.413 1.350 -0.1268 -0.1572 -0.0697 -1.47
S 2.646 0.583 0.956 0.0895 -0.0546 0.0344 0.37
C 3.060 -1.031 0.280 0.0394 0.0068 0.0411 0.78
C 4.462 -1.092 -0.271 0.0129 -0.0279 0.0368 0.00
C 5.172 -2.282 -0.138 0.0157 0.0145 0.0480 -0.19
C 6.452 -2.398 -0.655 0.0144 0.0074 -0.0030 -0.93
C 7.041 -1.319 -1.300 -0.0004 -0.0101 0.0042 -0.46
C 6.344 -0.128 -1.430 -0.0114 0.0127 0.0038 -1.09
C 5.057 -0.013 -0.921 -0.0284 -0.0088 -0.0537 -0.05
C 3.520 0.540 2.549 0.0044 0.0390 -0.0454 -1.41
C 3.064 -0.525 3.495 -0.0565 -0.0189 -0.0352 0.31
C 1.976 -0.291 4.332 0.0036 -0.0062 -0.0229 0.14
C 1.549 -1.273 5.211 -0.0162 -0.0059 -0.0017 -0.72
C 2.200 -2.499 5.254 0.0028 -0.0130 -0.0067 -0.59
C 3.289 -2.737 4.427 0.0034 0.0036 -0.0082 -0.83
C 3.724 -1.751 3.553 -0.0061 -0.0060 -0.0242 -0.03
H 2.283 -1.206 -0.470 0.0066 0.0479 -0.0224 -0.21
H 2.914 -1.756 1.083 -0.0376 -0.0177 -0.0170 0.17
H 4.718 -3.125 0.373 -0.0019 -0.0004 -0.0056 0.46
H 6.993 -3.329 -0.549 0.0000 -0.0010 -0.0001 0.43
H 8.043 -1.407 -1.698 -0.0005 0.0002 -0.0008 0.43
H 6.798 0.716 -1.931 0.0000 -0.0012 -0.0008 0.46
H 4.526 0.924 -1.045 -0.0101 0.0028 -0.0013 0.44
H 3.374 1.542 2.954 -0.0113 0.0100 -0.0150 0.64
H 4.569 0.440 2.260 0.0025 -0.0088 -0.0044 0.61
H 1.473 0.668 4.299 -0.0062 0.0027 0.0011 0.34
H 0.717 -1.081 5.875 0.0001 0.0020 -0.0034 0.45
H 1.874 -3.261 5.950 -0.0006 0.0020 -0.0015 0.44
H 3.815 -3.681 4.479 -0.0008 0.0009 -0.0002 0.47
H 4.596 -1.924 2.931 -0.0018 0.0022 -0.0039 0.46
I 3.686 1.930 -4.610 -0.0123 0.0144 0.0318 0.15
C 2.339 2.366 -3.118 0.0443 -0.0243 -0.0019 -1.54
C 1.689 3.555 -2.878 -0.0428 -0.0054 -0.0158 -0.07
N 0.929 3.362 -1.785 0.0169 0.0370 -0.0306 -0.08
N 1.035 2.118 -1.310 -0.2585 0.0142 0.1539 0.81
C 1.885 1.499 -2.117 0.0440 0.0030 0.0373 -0.63
H 1.709 4.496 -3.400 0.0066 0.0049 0.0097 0.54
H 0.213 3.958 -1.413 -0.0716 0.0541 0.0130 0.01
H 2.133 0.461 -1.975 -0.0075 -0.0109 -0.0158 1.08
O -0.408 -0.262 -1.296 -0.0228 0.0964 0.1658 0.09
S -1.716 -0.208 -2.165 0.0999 -0.1965 -0.0896 0.69
C -1.198 0.461 -3.712 -0.0595 -0.0303 0.0077 0.73
C -1.917 1.554 -4.175 0.0533 0.0775 0.0320 -0.34
C -1.554 2.115 -5.394 0.0075 -0.0005 0.0034 -0.86
C -0.492 1.585 -6.111 0.0041 0.0019 -0.0023 -0.55
C 0.221 0.489 -5.627 -0.0115 -0.0063 -0.0024 -0.93
C -0.134 -0.085 -4.421 -0.0041 -0.0174 -0.0148 -0.35
C -1.954 -1.930 -2.539 0.0720 0.0357 -0.0246 0.18
C -3.133 -2.263 -3.193 -0.0168 0.0111 -0.0038 -0.73
C -3.380 -3.594 -3.486 0.0031 0.0040 -0.0020 -0.83
C -2.460 -4.568 -3.117 0.0018 0.0015 0.0000 -0.59
C -1.292 -4.217 -2.454 -0.0002 -0.0063 -0.0065 -0.74
C -1.028 -2.886 -2.157 -0.0271 -0.0026 0.0290 0.21
H -2.728 1.971 -3.588 -0.0119 -0.0235 -0.0074 0.46
H -2.104 2.962 -5.781 -0.0034 -0.0023 -0.0043 0.50
H -0.216 2.022 -7.062 0.0019 0.0021 0.0010 0.45
H 1.043 0.082 -6.199 -0.0068 -0.0008 -0.0017 0.58
H 0.397 -0.949 -4.039 -0.0067 -0.0080 -0.0055 0.38
H -3.846 -1.496 -3.475 0.0010 -0.0015 -0.0007 0.55
H -4.290 -3.872 -3.999 0.0005 0.0011 0.0000 0.47
H -2.656 -5.607 -3.347 -0.0014 -0.0002 0.0022 0.44
H -0.581 -4.981 -2.168 -0.0005 -0.0004 -0.0012 0.49
H -0.137 -2.596 -1.619 0.0095 0.0011 0.0022 0.09
C -3.570 0.375 3.753 -0.0047 -0.0058 -0.0179 -1.01
C -2.063 0.432 3.718 0.0594 0.0581 -0.0189 0.19
O -1.519 -0.580 2.828 0.0315 -0.0519 -0.0623 -0.21
P -1.388 -0.552 1.267 -0.2215 -0.0251 0.0456 2.29
O -0.556 -1.866 1.015 0.0205 0.1029 -0.0485 0.24
C 0.198 -2.626 2.000 -0.0794 -0.0483 0.0061 0.84
C 0.742 -3.844 1.298 0.0077 -0.0039 0.0131 -1.48
O -2.762 -0.855 0.572 -0.0195 -0.0316 0.0436 0.03
C -3.475 -2.116 0.787 0.0252 0.0141 -0.0194 -0.04
C -4.922 -1.888 0.438 0.0111 -0.0098 -0.0143 -1.45
H -3.941 1.105 4.473 0.0012 -0.0025 0.0108 0.49
H -3.915 -0.611 4.064 -0.0005 -0.0009 0.0070 0.34
H -3.990 0.613 2.776 0.0169 -0.0287 0.0571 -0.06
H -1.632 0.193 4.687 0.0023 -0.0115 -0.0035 0.37
H -1.694 1.402 3.400 -0.0163 -0.2105 0.0575 -0.08
H -0.476 -2.902 2.809 0.0033 0.0059 0.0192 0.42
H 0.979 -1.989 2.404 0.0582 0.0426 0.0290 -0.79
H -0.067 -4.475 0.929 0.0047 0.0084 -0.0065 0.35
H 1.339 -4.428 1.999 0.0041 -0.0098 0.0098 0.46
H 1.376 -3.565 0.455 0.0003 0.0036 0.0053 0.20
H -3.349 -2.415 1.828 -0.0052 -0.0030 0.0032 0.48
H -3.010 -2.861 0.141 0.0151 -0.0094 -0.0042 0.09
H -5.387 -1.181 1.124 0.0010 0.0052 -0.0015 0.31
H -5.465 -2.831 0.501 -0.0012 0.0037 0.0119 0.44
H -5.013 -1.510 -0.580 -0.0055 0.0000 -0.0032 0.27
```
Positions in Å, forces in eV/Å.

E_HOMO in hartree: -0.494
E_tot in eV: -127355.0059
Net charge: +2
Kohn-Sham gap in Eh: 0.3036

ORCA calculation (the ωB97M-V functional and the def2-TZVPD basis) on the ion C6H10NO2 with charge +1.

Structure (XYZ):
```
19
Properties=species:S:1:pos:R:3:forces:R:3:mulliken_charge:R:1
O -2.151 2.515 1.099 1.4490 -0.7178 0.2148 -0.45
C -1.148 1.872 0.928 -0.2065 -0.9492 -0.8634 0.32
C -0.472 0.855 1.920 -1.6861 2.1736 1.3610 -0.63
N -0.117 -0.356 1.213 0.7724 -1.9809 -0.4482 0.05
C -0.009 -0.076 -0.216 -2.2631 4.2904 -2.4812 0.19
C 1.009 -0.700 -1.018 3.3447 1.2325 -1.5398 -0.75
C -0.383 -1.146 -1.222 -0.1685 1.7679 -1.4316 -0.65
C -0.390 1.699 -0.413 -0.8966 -2.8630 -0.2266 0.04
O 0.891 2.239 -0.515 -0.4648 1.0123 0.6405 -0.48
H 0.403 1.379 2.181 1.4050 0.4075 0.4869 0.33
H -1.077 0.789 2.843 0.3014 -0.7529 -0.5981 0.40
H 0.825 -0.809 1.362 -1.1157 0.7539 1.0756 0.41
H -0.826 -1.086 1.308 -0.0046 0.0437 0.4174 0.42
H 1.819 -1.296 -0.629 -0.4070 -0.8681 0.8240 0.32
H 1.627 -0.080 -1.724 -1.4891 -0.1876 0.2879 0.25
H -0.885 -0.862 -2.197 0.4274 -0.5056 1.5849 0.25
H -0.540 -2.082 -0.787 -0.7902 -1.5046 0.2442 0.30
H -1.183 1.938 -1.246 1.9379 -0.5923 1.1080 0.32
H 0.944 3.123 -0.078 -0.1455 -0.7600 -0.6563 0.36
```
Positions in Å, forces in eV/Å.

E_HOMO in hartree: -0.523
E_tot in eV: -11959.1653
Net charge: +1
SMILES: O=C1C[NH2+]C2(CC2)[C@@H]1O
Kohn-Sham gap in Eh: 0.3846

Question: Among the records above, which one has the lowest E_HOMO?
Answer: C6H10NO2